Molecular formula: C2HNS2
Method: DFT, ωB97M-V with the def2-TZVPD basis set

Gap between HOMO and LUMO (spin up / spin down) (eV): 6.84 / 6.84
Energy relative to the best compared isomer or geometry (same formula, charge and spin) (eV): 3.258
HOMO level (spin up / spin down) (eV): -9.18 / -9.18

The geometry in ORCA input format:
```
! wB97M-V def2-TZVPD RIJCOSX def2/J DEFGRID3
* xyz 0 1
C -1.296 -1.319 -0.068
C 0.184 0.975 0.162
N -1.647 -2.415 0.044
S -0.741 2.184 -0.082
S 1.258 -0.150 -0.087
H 2.243 0.724 0.031
*
```

Molecular formula: C2H46O23
Method: DFT, ωB97M-V with the def2-TZVPD basis set

Gap between HOMO and LUMO (eV): 7.87
Energy relative to the best compared isomer or geometry (same formula, charge and spin) (eV): 0.000
HOMO level (eV): -3.39

The geometry in ORCA input format:
```
! wB97M-V def2-TZVPD RIJCOSX def2/J DEFGRID3
* xyz -2 1
O -0.025 -16.351 2.120
C -1.210 -17.141 2.279
C -2.295 -16.489 1.449
O -3.541 -17.053 1.852
H -1.411 -17.234 3.327
H -0.957 -18.090 1.925
H -2.170 -16.586 0.355
H -2.373 -15.482 1.656
O -2.963 -18.228 6.025
H -2.042 -17.977 5.888
H -3.475 -17.558 6.484
O -3.566 -19.037 3.490
H -3.441 -18.637 4.326
H -3.419 -18.357 2.851
O -2.979 -19.227 0.119
H -3.117 -18.430 0.670
H -2.974 -20.051 0.654
O 0.577 -16.393 4.800
H 0.355 -16.440 3.866
H 0.449 -17.327 5.015
O -1.130 -20.843 3.444
H -1.895 -20.292 3.418
H -0.532 -20.620 2.703
O -4.614 -14.679 1.074
H -5.557 -14.871 0.976
H -4.147 -15.527 1.216
O -0.321 -18.915 5.176
H -0.442 -19.535 4.478
H 0.219 -19.378 5.848
O -5.795 -17.442 0.821
H -6.554 -17.414 1.396
H -4.985 -17.291 1.365
O -0.785 -13.982 3.276
H -0.909 -14.838 2.824
H -0.524 -13.357 2.584
O -4.714 -16.925 -1.559
H -5.000 -17.087 -0.665
H -5.040 -17.588 -2.176
O 1.765 -18.442 2.348
H 1.098 -17.721 2.412
H 2.535 -17.961 2.084
O -1.951 -17.145 -2.243
H -1.322 -17.010 -1.551
H -2.801 -17.046 -1.783
O -2.915 -14.355 -1.225
H -3.468 -13.770 -1.755
H -3.459 -14.420 -0.406
O 2.366 -15.314 2.048
H 1.492 -15.686 1.829
H 2.901 -15.453 1.236
O -2.889 -12.858 2.178
H -2.229 -13.417 2.591
H -3.537 -13.530 1.965
O -1.576 -15.434 6.042
H -1.702 -14.500 5.908
H -0.846 -15.722 5.477
O -0.496 -19.922 -0.903
H 0.068 -20.244 -0.177
H -1.322 -19.626 -0.484
O 0.558 -20.616 1.513
H 1.112 -19.918 1.867
H 1.085 -21.372 1.705
O -3.630 -15.560 4.109
H -2.831 -15.723 4.625
H -3.565 -16.030 3.273
O -0.534 -14.398 0.233
H -1.356 -14.191 -0.160
H -0.551 -15.082 0.835
O 0.498 -17.307 -0.410
H 0.004 -18.106 -0.635
H 0.102 -17.026 0.389
*
```

Molecular formula: C19H25ClN2O4S
Method: DFT, ωB97M-V with the def2-TZVPD basis set

Gap between HOMO and LUMO (eV): 9.27
SMILES string: O=C(NCCC1=CCCCC1)c1ccc(Cl)c(S(=O)(=O)N2CCOCC2)c1
HOMO level (eV): -9.17

The geometry in ORCA input format:
```
! wB97M-V def2-TZVPD RIJCOSX def2/J DEFGRID3
* xyz 0 1
O -2.212 -1.316 -1.453
C -1.940 -1.190 -0.276
N -2.577 -1.859 0.711
H -2.337 -1.664 1.670
C -3.826 -2.548 0.479
H -3.805 -3.516 0.987
H -3.898 -2.709 -0.597
C -5.017 -1.709 0.976
C -4.954 -0.320 0.400
C -4.541 0.710 1.128
C -4.368 2.101 0.602
C -4.351 2.115 -0.923
C -5.508 1.274 -1.449
C -5.294 -0.184 -1.056
H -6.189 -0.772 -1.279
H -4.473 -0.598 -1.649
H -5.577 1.358 -2.535
H -6.444 1.640 -1.020
H -4.421 3.141 -1.289
H -3.411 1.690 -1.282
H -3.439 2.526 0.994
H -5.188 2.727 0.971
H -4.327 0.577 2.182
H -5.939 -2.209 0.678
H -4.990 -1.661 2.068
C -0.816 -0.311 0.182
C 0.309 -0.201 -0.627
C 1.373 0.600 -0.259
C 1.305 1.341 0.912
C 0.165 1.274 1.707
C -0.881 0.446 1.349
H -1.767 0.423 1.967
H 0.114 1.874 2.602
Cl 2.604 2.353 1.397
S 2.814 0.587 -1.360
O 2.344 0.152 -2.637
O 3.512 1.829 -1.256
N 3.825 -0.595 -0.799
C 4.623 -0.367 0.382
H 4.728 0.709 0.508
C 3.981 -1.020 1.612
O 3.713 -2.387 1.381
C 2.850 -2.569 0.280
H 2.715 -3.647 0.179
C 3.456 -1.977 -0.997
H 2.755 -2.013 -1.830
H 4.360 -2.537 -1.261
H 1.876 -2.097 0.488
H 4.662 -0.986 2.464
H 3.048 -0.500 1.874
H 5.613 -0.807 0.214
H 0.357 -0.735 -1.564
*
```

Molecular formula: C3H13NO3
Method: DFT, ωB97M-V with the def2-TZVPD basis set

Gap between HOMO and LUMO (eV): 8.12
Energy relative to the best compared isomer or geometry (same formula, charge and spin) (eV): 3.475
SMILES string: C=CNC.O.O.O
HOMO level (eV): -7.61

The geometry in ORCA input format:
```
! wB97M-V def2-TZVPD RIJCOSX def2/J DEFGRID3
* xyz 0 1
C 1.656 1.013 -1.428
C 1.373 1.244 -0.135
N 0.151 1.747 0.397
C 0.115 2.201 1.802
H 1.131 1.524 -2.279
H 1.921 0.011 -1.574
H 2.155 1.137 0.741
H -0.702 1.243 0.109
H -0.204 1.352 2.546
H -0.894 2.700 1.801
H 0.952 2.756 2.235
H 1.927 -3.234 -0.118
H 1.877 -1.654 -0.271
O 1.460 -2.445 -0.426
H -2.566 -0.827 -0.947
H -3.383 -0.017 0.049
O -2.606 0.038 -0.650
H -1.075 -2.625 -1.292
H -1.496 -3.434 0.090
O -1.794 -2.731 -0.652
*
```

Molecular formula: C2H3IN2
Method: DFT, ωB97M-V with the def2-TZVPD basis set

Gap between HOMO and LUMO (spin up / spin down) (eV): 7.34 / 7.75
Energy relative to the best compared isomer or geometry (same formula, charge and spin) (eV): 3.476
SMILES string: C=N/N=C\I
HOMO level (spin up / spin down) (eV): -8.11 / -8.39

The geometry in ORCA input format:
```
! wB97M-V def2-TZVPD RIJCOSX def2/J DEFGRID3
* xyz 0 1
C -1.136 -1.145 0.295
C 1.162 1.242 -0.595
N -0.950 0.137 0.354
N -0.377 1.152 0.003
I 2.304 -0.441 -0.265
H -1.733 -1.460 1.180
H -0.830 -1.694 -0.603
H 1.560 2.209 -0.369
*
```

Molecular formula: C4H3ClO2
Method: DFT, ωB97M-V with the def2-TZVPD basis set

Gap between HOMO and LUMO (spin up / spin down) (eV): 8.01 / 8.01
Energy relative to the best compared isomer or geometry (same formula, charge and spin) (eV): 3.746
HOMO level (spin up / spin down) (eV): -9.19 / -9.19

The geometry in ORCA input format:
```
! wB97M-V def2-TZVPD RIJCOSX def2/J DEFGRID3
* xyz 0 1
C -0.920 0.882 1.776
C 1.027 0.389 0.770
C 0.764 -0.283 -0.472
C -0.627 -0.533 -1.124
O -0.971 0.426 2.813
O 1.805 -0.929 -0.701
Cl 2.101 1.725 0.748
H -1.100 0.460 -1.365
H -1.355 -1.003 -0.385
H -0.725 -1.133 -2.061
*
```

Molecular formula: C8H26NaO5
Method: DFT, ωB97M-V with the def2-TZVPD basis set

Gap between HOMO and LUMO (eV): 11.08
HOMO level (eV): -13.66

The geometry in ORCA input format:
```
! wB97M-V def2-TZVPD RIJCOSX def2/J DEFGRID3
* xyz 1 1
Na 10.808 21.545 10.526
C 7.625 21.001 11.909
C 8.632 20.229 12.710
O 9.898 20.918 12.695
H 6.629 20.623 12.137
H 7.777 20.850 10.837
H 7.686 22.065 12.122
H 8.717 19.195 12.363
H 8.285 20.166 13.748
H 10.487 20.411 13.263
C 14.755 23.762 12.396
C 13.750 23.532 11.313
O 12.568 22.862 11.776
H 15.137 22.854 12.873
H 14.321 24.376 13.187
H 15.622 24.296 12.003
H 14.144 23.040 10.415
H 13.445 24.499 10.899
H 12.898 22.176 12.368
C 13.414 20.473 8.981
C 13.152 21.657 8.103
O 11.904 22.263 8.514
H 12.630 19.718 8.873
H 13.579 20.741 10.025
H 14.327 19.955 8.674
H 13.114 21.400 7.041
H 13.957 22.398 8.176
H 11.688 23.001 7.936
C 10.077 19.422 7.949
O 9.818 19.568 9.372
H 10.770 18.604 7.771
H 9.142 19.268 7.410
H 10.497 20.366 7.616
H 9.639 18.692 9.724
C 7.891 22.665 8.440
O 8.836 23.008 9.453
H 8.239 22.952 7.449
H 7.741 21.584 8.472
H 6.919 23.118 8.636
H 8.559 23.796 9.926
*
```

Molecular formula: C5H10O2
Method: DFT, ωB97M-V with the def2-TZVPD basis set

Gap between HOMO and LUMO (eV): 8.29
Energy relative to the best compared isomer or geometry (same formula, charge and spin) (eV): 5.386
HOMO level (eV): -7.56

The geometry in ORCA input format:
```
! wB97M-V def2-TZVPD RIJCOSX def2/J DEFGRID3
* xyz 0 1
O -0.471 1.064 0.837
C 0.674 2.283 1.229
C 0.199 -0.201 0.575
C -0.846 -1.225 0.115
C -0.635 -1.281 -1.416
O 0.225 -0.197 -1.729
C 1.116 -0.067 -0.630
H -0.812 1.371 -0.021
H -0.083 3.094 1.227
H 0.723 2.013 2.304
H 0.707 -0.441 1.508
H -0.685 -2.197 0.588
H -1.847 -0.883 0.392
H -1.555 -1.148 -1.992
H -0.175 -2.236 -1.712
H 1.590 0.917 -0.649
H 1.874 -0.866 -0.626
*
```

Molecular formula: C5H10N2
Method: DFT, ωB97M-V with the def2-TZVPD basis set

Gap between HOMO and LUMO (eV): 9.10
Energy relative to the best compared isomer or geometry (same formula, charge and spin) (eV): 3.305
SMILES string: [H]/N=C\N/C(C)=C\C
HOMO level (eV): -8.31

The geometry in ORCA input format:
```
! wB97M-V def2-TZVPD RIJCOSX def2/J DEFGRID3
* xyz 0 1
C -0.338 2.004 -0.254
C -1.177 0.819 0.026
C -0.411 -0.406 -0.060
C -1.171 -1.602 0.367
C 2.040 -0.444 -0.189
H -0.830 2.987 -0.728
H 0.604 2.031 -0.878
H 0.064 2.172 0.701
H -2.236 0.706 0.434
H -1.071 -2.404 -0.443
H -0.586 -2.003 1.283
H -2.248 -1.444 0.494
H 0.526 -1.829 -1.198
H 2.934 -0.975 -0.620
H 1.139 0.780 1.028
N 0.723 -0.774 -0.796
N 2.039 0.383 0.833
*
```

Molecular formula: C15H16N6O6V
Method: DFT, ωB97M-V with the def2-TZVPD basis set

Gap between HOMO and LUMO (spin up / spin down) (eV): 6.58 / 5.73
Energy relative to the best compared isomer or geometry (same formula, charge and spin) (eV): 0.000
<S²>: 0.77
HOMO level (spin up / spin down) (eV): -6.36 / -5.54

The geometry in ORCA input format:
```
! wB97M-V def2-TZVPD RIJCOSX def2/J DEFGRID3
* xyz 0 2
V -0.895 0.047 0.972
O -4.029 4.811 -1.163
C -3.402 3.722 -0.647
C -3.955 2.448 -0.690
C -3.225 1.408 -0.146
N -2.030 1.607 0.395
C -1.508 2.829 0.473
C -2.161 3.928 -0.043
C -0.195 2.811 1.223
O 0.515 3.796 1.315
O 0.051 1.636 1.730
C -3.652 -0.031 -0.008
O -4.666 -0.478 -0.503
O -2.793 -0.701 0.718
H -4.879 4.546 -1.532
H -4.928 2.251 -1.121
H -1.724 4.912 0.030
C 3.619 0.465 -1.501
N 2.629 1.212 -0.747
C 3.069 1.885 0.477
C 1.370 0.873 -0.870
N 0.259 0.575 -0.996
H 4.373 1.154 -1.881
H 3.141 -0.033 -2.341
H 4.110 -0.280 -0.866
H 3.915 2.523 0.221
H 3.370 1.145 1.223
H 2.263 2.495 0.877
C 3.210 -2.902 0.591
N 1.769 -3.056 0.465
C 1.214 -4.216 0.017
C -0.117 -4.366 -0.108
C -0.945 -3.243 0.235
N -0.396 -2.106 0.648
C 0.949 -1.997 0.807
O 1.394 -0.941 1.259
N -2.270 -3.303 0.156
H 3.642 -3.841 0.931
H 3.403 -2.124 1.324
H 3.652 -2.618 -0.365
H 1.911 -5.009 -0.216
H -0.545 -5.296 -0.442
H -2.718 -4.104 -0.250
H -2.793 -2.435 0.348
*
```

Molecular formula: C29H54BrN6O9PS
Method: DFT, ωB97M-V with the def2-TZVPD basis set

Gap between HOMO and LUMO (eV): 8.38
SMILES string: CCCCO[C@@H]1[C@@](Br)(CCC(C)C)[C@@](O)(ON=O)[C@H](P(=N)(O)O)OS1(=O)=O.CCCC#N.CCCC#N.CCCC#N.CCCC#N
HOMO level (eV): -9.46

The geometry in ORCA input format:
```
! wB97M-V def2-TZVPD RIJCOSX def2/J DEFGRID3
* xyz 0 1
C -4.617 -1.431 2.669
C -3.500 -0.557 1.783
C -3.629 -1.173 0.235
C -3.497 0.051 -0.846
O -2.226 0.788 -0.810
C -1.061 -0.080 -1.033
C 0.300 0.890 -0.974
Br 0.156 2.222 -2.458
C 0.193 1.729 0.449
C 1.525 2.610 0.817
C 2.579 1.888 1.844
C 3.658 3.053 2.360
C 1.908 1.244 3.194
C 1.625 -0.096 -1.061
O 2.892 0.611 -1.298
O 1.684 -0.781 0.274
N 2.864 -1.405 0.438
O 2.796 -1.860 1.591
C 1.520 -1.279 -2.184
P 3.169 -1.672 -3.123
N 3.664 -0.442 -4.062
O 2.830 -3.029 -4.183
O 4.458 -2.176 -2.057
O 0.513 -1.033 -3.250
S -1.080 -1.042 -2.644
O -1.448 -2.546 -2.373
O -1.978 -0.399 -3.759
H -4.659 -1.101 3.790
H -4.284 -2.566 2.520
H -5.632 -1.309 2.084
H -2.446 -0.759 2.248
H -3.742 0.596 1.786
H -4.693 -1.675 0.064
H -2.800 -2.001 0.016
H -4.344 0.841 -0.557
H -3.802 -0.372 -1.894
H -0.885 -0.884 -0.171
H -0.087 0.911 1.273
H -0.723 2.493 0.469
H 1.203 3.637 1.280
H 2.121 2.850 -0.185
H 3.242 1.048 1.337
H 4.021 3.748 1.480
H 4.554 2.576 2.975
H 3.050 3.713 3.131
H 2.684 1.214 4.098
H 1.677 0.101 2.952
H 0.890 1.747 3.479
H 2.877 1.160 -2.136
H 1.195 -2.268 -1.639
H 4.650 -0.176 -3.793
H 2.570 -3.824 -3.604
H 4.081 -2.966 -1.540
C -2.356 5.039 -5.812
C -1.567 6.343 -5.868
C -0.331 6.329 -4.966
C -0.753 6.124 -3.520
N -1.103 5.954 -2.321
H -2.749 4.847 -4.808
H -3.213 5.083 -6.492
H -1.731 4.188 -6.106
H -2.227 7.170 -5.582
H -1.253 6.524 -6.902
H 0.207 7.279 -5.053
H 0.351 5.524 -5.260
C 1.273 -4.973 1.978
C 0.392 -5.590 0.895
C -0.569 -4.580 0.264
C -1.497 -4.019 1.329
N -2.267 -3.554 2.212
H 0.678 -4.596 2.816
H 1.962 -5.723 2.380
H 1.867 -4.144 1.576
H -0.175 -6.421 1.331
H 1.033 -6.011 0.113
H -1.167 -5.067 -0.514
H -0.013 -3.758 -0.200
C 7.555 2.812 0.336
C 8.694 3.348 1.197
C 8.747 2.703 2.583
C 7.453 2.983 3.330
N 6.379 3.215 3.949
H 6.577 3.028 0.778
H 7.574 3.279 -0.654
H 7.641 1.727 0.203
H 8.582 4.435 1.296
H 9.644 3.168 0.682
H 9.587 3.110 3.155
H 8.887 1.620 2.499
C -8.171 -5.375 2.853
C -8.798 -4.252 2.033
C -7.907 -3.012 1.943
C -7.652 -2.460 3.336
N -7.441 -2.002 4.492
H -8.010 -5.075 3.893
H -8.830 -6.249 2.866
H -7.208 -5.680 2.429
H -9.764 -3.984 2.479
H -9.002 -4.621 1.022
H -8.394 -2.243 1.335
H -6.949 -3.260 1.473
*
```

Molecular formula: C2H7NS2
Method: DFT, ωB97M-V with the def2-TZVPD basis set

Gap between HOMO and LUMO (spin up / spin down) (eV): 9.01 / 4.06
Energy relative to the best compared isomer or geometry (same formula, charge and spin) (eV): 1.896
<S²>: 0.75
HOMO level (spin up / spin down) (eV): -14.02 / -13.55

The geometry in ORCA input format:
```
! wB97M-V def2-TZVPD RIJCOSX def2/J DEFGRID3
* xyz 1 2
S 0.194 0.150 -1.744
S -0.408 -1.590 -0.964
H -0.543 0.182 -2.901
H -1.231 -1.357 0.064
C 0.866 0.353 2.612
C -0.245 1.914 1.280
N -0.257 0.755 1.776
H 1.435 1.124 3.124
H 1.737 -0.182 2.033
H 0.456 -0.370 3.341
H -0.973 2.148 0.441
H 0.617 2.610 1.438
*
```

- Which formula does entry 7 have?
  C8H26NaO5